No. 1
13
Properties=species:S:1:pos:R:3 method="wB97M-V/def2-TZVPD" charge=+1 molar_mass_g_mol=81.16 total_energy_ha=-554.636836 orbital_gap_ev=8.1810 de_lowest_kj_mol=297.2 lumo_energy_ev=-7.15
S -1.50 1.38 0.52
O -0.21 -0.64 2.37
C -0.22 1.28 -0.54
C -0.48 1.23 -1.98
H 0.16 0.47 -2.45
H -1.55 0.29 1.36
H -0.23 -1.60 2.29
H -0.21 2.19 -2.43
H 2.57 -3.08 0.19
H 0.15 -0.43 3.24
H 2.22 -3.61 -0.16
H -1.53 1.19 -2.19
H 0.82 1.32 -0.22

***

No. 2
75
Properties=species:S:1:pos:R:3 method="wB97M-V/def2-TZVPD" charge=+1 molar_mass_g_mol=852.77 total_energy_ha=-3956.251468 orbital_gap_ev=7.3766 de_lowest_kj_mol=23.2 lumo_energy_ev=-3.52
Ta 0.13 -0.16 -0.80
Cl 2.52 -3.42 2.75
Cl 2.51 -0.87 -2.03
S 1.10 2.05 -1.27
S 1.48 -1.00 0.99
S 2.63 3.64 0.57
Si -0.68 -3.68 -0.90
O -1.76 -0.04 -0.69
N 0.72 1.99 1.42
N -0.25 1.06 1.04
N -0.19 -2.10 -1.55
N -0.21 -0.38 -2.96
C -0.48 -0.50 -5.30
C -2.73 -0.14 0.23
C 3.08 -2.14 -0.97
C -2.37 -4.11 -1.57
C 0.62 -4.94 -1.38
C -3.48 0.01 2.50
C 3.98 -4.17 0.63
C 4.00 -3.04 -1.49
C -0.56 -2.52 -3.98
C -2.44 0.19 1.57
C -0.26 0.24 -4.16
C -0.10 1.73 -4.22
C 0.35 5.21 2.73
C 2.57 4.11 2.33
C 1.73 5.32 2.61
C 1.37 2.46 0.43
C -0.81 -3.57 0.96
C 1.55 7.69 3.00
C 3.06 -3.25 1.12
C -0.42 6.33 2.98
C -4.97 -0.75 0.77
C 4.45 -4.06 -0.67
C -3.98 -0.59 -0.18
C 2.58 -2.20 0.32
C 0.18 7.58 3.12
C -0.35 -1.73 -2.85
C -1.21 0.89 1.92
C -4.71 -0.46 2.11
C -0.62 -1.89 -5.20
C -1.10 1.49 3.28
C 2.32 6.57 2.75
H -1.52 0.82 4.02
H -5.49 -0.60 2.84
H 3.40 6.66 2.66
H 0.94 2.01 -4.07
H 0.74 -5.03 -2.46
H 5.17 -4.78 -1.04
H -1.66 2.43 3.32
H -2.41 -4.22 -2.66
H 2.26 3.24 2.89
H 3.62 4.31 2.58
H -1.50 6.24 3.08
H -2.69 -5.06 -1.14
H 2.03 8.66 3.10
H -0.07 1.71 3.53
H -0.69 2.22 -3.46
H 1.59 -4.65 -0.96
H -3.10 -3.35 -1.28
H -0.54 -0.01 -6.26
H 0.16 -3.51 1.46
H 0.37 -5.93 -0.99
H -5.94 -1.11 0.47
H -3.34 0.25 3.54
H -0.79 -2.47 -6.10
H -0.43 8.45 3.32
H 4.32 -4.96 1.28
H -4.14 -0.81 -1.23
H -1.31 -4.47 1.31
H -0.65 -3.60 -3.90
H -0.41 2.10 -5.20
H -0.12 4.24 2.63
H 4.35 -2.93 -2.50
H -1.41 -2.72 1.29

***

No. 3
276
Properties=species:S:1:pos:R:3 method="wB97M-V/def2-TZVPD" charge=+2 molar_mass_g_mol=1566.26 total_energy_ha=-5116.148959 orbital_gap_ev=8.9148 lumo_energy_ev=-2.50
O -24.85 -27.36 -4.66
O -18.70 -23.20 -1.27
O -20.81 -29.08 -12.29
O -18.39 -25.55 -9.45
O -17.08 -24.05 -8.70
O -25.28 -25.32 -4.08
O -20.10 -29.29 -4.93
O -21.19 -27.17 -11.41
O -18.20 -30.36 -5.24
O -25.92 -26.01 -6.04
O -20.89 -20.81 -6.65
O -19.24 -29.36 -6.86
O -16.57 -26.19 -8.36
O -22.13 -21.46 -8.35
O -19.37 -25.25 -1.33
O -22.57 -22.10 -6.29
O -20.75 -23.71 -0.83
O -22.78 -28.27 -12.35
N -25.38 -26.24 -4.96
N -17.84 -30.64 -10.12
N -26.15 -21.61 -7.05
N -17.30 -25.29 -8.82
N -20.23 -19.74 -3.34
N -19.18 -29.66 -5.65
N -21.06 -25.90 -6.89
N -21.63 -28.17 -11.99
N -19.61 -24.05 -1.16
N -23.81 -31.13 -14.29
N -21.89 -21.42 -7.08
N -16.62 -27.43 -3.03
N -19.72 -23.06 -11.82
N -23.10 -26.91 -1.15
C -19.67 -26.15 -6.44
C -26.12 -29.64 -10.83
C -22.03 -22.30 -11.65
C -23.96 -21.04 -2.98
C -20.90 -20.12 1.10
C -18.04 -27.84 -3.06
C -20.33 -18.82 0.43
C -19.90 -19.65 -1.89
C -25.54 -31.48 -12.42
C -22.92 -29.31 -1.10
C -15.41 -28.89 -6.38
C -17.40 -31.44 -8.97
C -20.93 -24.47 -7.44
C -22.42 -28.03 -0.42
C -26.11 -19.44 -5.93
C -27.60 -21.35 -6.80
C -23.63 -27.91 -8.90
C -16.85 -29.31 -1.62
C -24.26 -28.94 -1.69
C -19.39 -20.89 -3.82
C -23.29 -30.10 -15.24
C -18.39 -21.18 -10.51
C -21.53 -26.86 -7.96
C -21.41 -31.46 -14.46
C -19.25 -22.46 -10.48
C -17.82 -29.18 -9.75
C -25.51 -32.26 -15.84
C -15.70 -23.28 -4.34
C -25.79 -33.48 -16.78
C -25.54 -20.22 -7.11
C -23.94 -24.50 -0.86
C -20.64 -22.03 -12.36
C -19.91 -23.78 -6.52
C -16.24 -27.93 -1.66
C -19.70 -18.58 -4.12
C -20.53 -24.26 -11.53
C -18.19 -29.24 -2.38
C -22.57 -31.53 -13.48
C -23.01 -26.74 -8.11
C -23.16 -25.68 -0.32
C -19.31 -31.08 -10.52
C -15.84 -28.20 -4.04
C -20.24 -31.20 -9.35
C -21.82 -23.71 -11.00
C -25.60 -22.42 -5.89
C -20.65 -18.60 -1.05
C -15.57 -24.96 -11.38
C -21.65 -31.19 -9.93
C -16.53 -25.95 -3.18
C -21.98 -26.00 -5.72
C -25.69 -22.32 -8.31
C -18.08 -20.39 -4.43
C -15.94 -29.57 -11.25
C -16.96 -30.76 -11.29
C -19.12 -24.86 -5.76
C -26.67 -30.72 -11.74
C -27.54 -20.17 -5.84
C -15.18 -25.32 -2.87
C -24.90 -30.56 -13.46
C -16.37 -28.76 -10.03
C -21.83 -30.50 -15.60
C -15.26 -23.80 -3.00
C -24.49 -27.43 -1.27
C -24.22 -23.61 0.36
C -21.71 -19.83 -3.54
C -22.37 -26.61 -2.42
C -18.16 -18.89 -4.29
C -18.65 -23.20 -12.87
C -16.52 -23.88 -11.69
C -24.28 -32.42 -14.99
C -26.21 -23.69 -8.43
C -26.07 -24.14 -9.94
C -22.41 -20.94 -2.74
C -17.70 -20.86 -9.18
C -17.62 -24.29 -12.71
C -15.97 -27.88 -5.42
H -21.21 -29.55 -15.67
H -24.16 -21.27 -4.00
H -25.69 -30.17 -14.15
H -22.14 -27.45 -3.05
H -25.82 -21.84 -5.00
H -24.52 -20.13 -2.74
H -24.90 -33.57 -17.49
H -21.82 -20.02 -4.60
H -21.77 -30.94 -16.54
H -23.60 -26.06 0.59
H -23.32 -28.79 -8.36
H -22.70 -27.87 0.66
H -17.74 -18.43 -5.19
H -25.89 -34.43 -16.25
H -23.25 -27.93 -9.91
H -19.95 -25.01 -11.00
H -20.07 -30.41 -8.64
H -22.79 -22.38 -12.43
H -18.30 -30.10 -3.04
H -19.24 -23.10 -7.15
H -21.89 -21.92 -3.00
H -20.21 -18.45 -5.08
H -16.52 -31.75 -11.37
H -27.81 -20.45 -4.83
H -16.15 -25.85 -11.06
H -27.28 -31.46 -11.21
H -14.83 -25.21 -12.17
H -23.32 -23.96 -1.63
H -26.61 -25.10 -10.03
H -15.23 -23.73 -5.22
H -20.71 -22.25 -13.40
H -18.80 -19.53 -1.77
H -14.90 -29.99 -11.11
H -20.60 -30.91 -13.97
H -23.27 -25.79 -8.64
H -15.00 -24.67 -10.52
H -15.95 -28.96 -12.15
H -20.09 -21.55 -4.41
H -25.93 -32.37 -12.92
H -17.48 -32.47 -9.28
H -17.65 -21.23 -11.30
H -17.72 -30.58 -12.13
H -25.68 -19.64 -4.93
H -21.96 -23.98 -7.43
H -24.23 -29.15 -2.82
H -14.30 -28.91 -6.34
H -21.32 -27.87 -0.45
H -15.48 -26.96 -5.71
H -15.91 -29.83 -6.40
H -16.08 -23.01 -12.09
H -24.72 -27.69 -8.82
H -19.13 -32.06 -10.89
H -21.09 -32.43 -14.77
H -23.40 -23.27 0.92
H -26.89 -28.98 -10.43
H -16.43 -31.19 -8.66
H -22.22 -20.74 -1.70
H -16.05 -23.44 -2.22
H -24.84 -31.71 -11.63
H -22.39 -31.58 -9.25
H -28.14 -21.13 -7.73
H -14.27 -23.34 -2.80
H -16.79 -23.51 -4.34
H -27.31 -23.74 -8.42
H -18.94 -20.29 -10.66
H -17.23 -25.55 -2.51
H -21.93 -30.18 -10.25
H -22.61 -32.51 -13.03
H -27.34 -30.33 -12.49
H -18.42 -28.77 -10.53
H -22.46 -30.78 -12.71
H -22.97 -25.89 -2.99
H -19.23 -23.29 -13.77
H -18.54 -27.07 -2.42
H -28.01 -22.22 -6.34
H -20.77 -24.62 -12.54
H -20.30 -21.02 -12.21
H -17.06 -27.79 -5.68
H -24.91 -24.08 1.01
H -15.57 -28.36 -7.37
H -24.45 -20.20 -7.21
H -24.45 -29.66 -12.98
H -21.34 -27.84 -7.52
H -15.18 -27.87 -1.56
H -23.42 -32.90 -15.48
H -19.13 -26.50 -7.36
H -20.42 -23.14 -5.74
H -20.75 -20.09 2.14
H -24.49 -33.05 -14.10
H -24.63 -22.75 -6.01
H -14.75 -28.11 -3.69
H -16.96 -20.09 -9.38
H -19.23 -24.78 -4.67
H -16.94 -25.76 -4.22
H -21.40 -25.73 -4.84
H -21.92 -23.41 -9.91
H -24.69 -22.74 0.02
H -20.22 -17.63 -1.26
H -17.29 -21.77 -8.75
H -15.03 -25.50 -1.83
H -25.35 -31.36 -16.44
H -18.41 -27.84 -4.09
H -18.10 -31.19 -8.18
H -25.53 -30.12 -10.05
H -18.14 -29.03 -8.72
H -20.53 -24.62 -8.44
H -17.24 -24.39 -13.73
H -25.02 -24.17 -10.34
H -24.96 -26.73 -2.05
H -21.97 -20.15 0.82
H -21.72 -18.62 -1.39
H -24.03 -29.79 -15.98
H -16.70 -27.20 -0.97
H -24.93 -24.75 -1.26
H -26.54 -23.47 -10.61
H -19.26 -21.58 -3.01
H -18.01 -20.65 -5.51
H -25.04 -27.34 -0.33
H -26.72 -33.31 -17.37
H -26.19 -23.33 -5.83
H -22.96 -30.09 -0.40
H -20.00 -32.14 -8.77
H -18.20 -22.25 -12.98
H -22.64 -24.39 -11.25
H -19.86 -17.69 -3.50
H -22.91 -25.33 -5.85
H -20.94 -26.65 -8.84
H -16.28 -29.21 -3.88
H -23.12 -29.29 -14.55
H -19.74 -30.34 -11.18
H -22.05 -18.85 -3.29
H -25.97 -19.80 -8.01
H -16.97 -23.67 -10.74
H -21.62 -31.80 -10.80
H -20.53 -21.05 0.73
H -23.45 -26.79 -7.11
H -15.50 -22.24 -4.37
H -19.26 -18.61 0.60
H -21.49 -26.13 -2.03
H -22.26 -21.49 -10.91
H -20.85 -18.00 1.05
H -26.07 -21.76 -9.14
H -24.59 -22.30 -8.29
H -22.28 -27.03 -5.53
H -18.96 -29.36 -1.64
H -16.11 -30.11 -1.99
H -24.43 -21.83 -2.41
H -25.97 -24.41 -7.68
H -17.61 -18.61 -3.38
H -16.38 -27.65 -10.08
H -26.19 -18.42 -6.23
H -22.15 -25.36 -0.07
H -19.62 -27.00 -5.81
H -20.08 -20.63 -1.47
H -15.64 -28.87 -9.21
H -14.35 -25.71 -3.48
H -22.27 -29.68 -1.88
H -18.00 -25.27 -12.38
H -26.37 -32.08 -15.20
H -28.27 -19.39 -6.08
H -18.08 -24.71 -6.09
H -25.13 -29.52 -1.38
H -17.23 -20.84 -3.97
H -18.48 -20.44 -8.56
H -20.19 -22.13 -10.00
H -25.40 -28.99 -11.31
H -18.79 -23.33 -9.94
H -17.10 -29.59 -0.57

***

No. 4
78
Properties=species:S:1:pos:R:3 method="wB97M-V/def2-TZVPD" charge=+2 molar_mass_g_mol=772.83 total_energy_ha=-2435.852120 orbital_gap_ev="4.9733 / 5.1070" lumo_energy_ev="-7.79 / -7.70"
Pb 0.56 2.29 -5.77
P -2.01 -0.82 -2.80
P 2.05 -0.11 -1.21
O -1.36 1.93 0.49
O -0.56 3.35 -0.98
N -0.98 3.07 0.16
C -3.21 0.50 -2.52
C -0.61 -0.44 -1.75
C 0.65 1.85 -7.91
C 3.46 -1.24 -1.33
C 1.66 0.10 0.52
C 5.60 -3.04 -1.30
C -4.61 0.31 -2.60
C -3.57 2.89 -2.20
C -3.62 -4.53 -3.35
C -2.71 1.81 -2.39
C 3.11 1.52 -3.21
C -1.51 1.67 -6.04
C -4.10 -4.85 -2.08
C 3.50 2.74 -3.76
C 2.44 2.66 -1.17
C 4.30 -3.51 -1.11
C -4.95 2.68 -2.21
C 4.77 -0.77 -1.50
C 2.57 1.48 -1.91
C 2.81 3.88 -1.73
C 3.34 3.92 -3.02
C -2.78 -2.41 -2.50
C -3.23 -2.76 -1.22
C 5.84 -1.67 -1.50
C 0.66 -0.84 -2.04
C -2.97 -3.32 -3.57
C 1.28 0.77 -7.21
C 3.22 -2.61 -1.13
C 0.58 -0.56 -6.97
C -0.75 1.72 -8.50
C -3.89 -3.97 -1.02
C -0.22 -0.61 -5.65
C -1.90 1.49 -7.49
C -5.47 1.40 -2.43
C -0.84 0.69 -5.23
H 2.68 4.79 -1.16
H 1.49 -0.90 0.93
H 0.86 -1.63 -2.77
H -6.55 1.24 -2.46
H 3.24 0.59 -3.78
H -2.67 2.25 -7.69
H 1.36 -1.34 -6.87
H -0.97 2.67 -9.00
H -2.40 0.52 -7.66
H -3.16 3.88 -2.04
H -2.59 -3.04 -4.56
H 0.76 0.71 0.64
H 6.85 -1.31 -1.64
H -5.01 -0.69 -2.79
H -4.64 -5.79 -1.91
H -2.12 2.40 -5.50
H -0.82 0.23 -0.90
H -3.04 -2.06 -0.40
H 1.32 2.58 -8.40
H -0.96 -1.44 -5.64
H 2.04 2.62 -0.15
H 2.38 0.68 -7.22
H 3.62 4.88 -3.46
H 4.11 -4.56 -0.95
H -1.64 1.99 -2.41
H -0.81 0.94 -9.28
H 4.96 0.30 -1.63
H 0.50 -0.91 -4.86
H -4.26 -4.22 -0.02
H -1.17 0.66 -4.17
H -0.06 -0.88 -7.81
H -3.78 -5.23 -4.18
H 6.44 -3.74 -1.30
H 2.20 -2.97 -0.99
H 3.94 2.77 -4.76
H 2.52 0.56 1.03
H -5.62 3.52 -2.03

***

Repeat the fourth record exactly.
78
Properties=species:S:1:pos:R:3 method="wB97M-V/def2-TZVPD" charge=+2 molar_mass_g_mol=772.83 total_energy_ha=-2435.852120 orbital_gap_ev="4.9733 / 5.1070" lumo_energy_ev="-7.79 / -7.70"
Pb 0.56 2.29 -5.77
P -2.01 -0.82 -2.80
P 2.05 -0.11 -1.21
O -1.36 1.93 0.49
O -0.56 3.35 -0.98
N -0.98 3.07 0.16
C -3.21 0.50 -2.52
C -0.61 -0.44 -1.75
C 0.65 1.85 -7.91
C 3.46 -1.24 -1.33
C 1.66 0.10 0.52
C 5.60 -3.04 -1.30
C -4.61 0.31 -2.60
C -3.57 2.89 -2.20
C -3.62 -4.53 -3.35
C -2.71 1.81 -2.39
C 3.11 1.52 -3.21
C -1.51 1.67 -6.04
C -4.10 -4.85 -2.08
C 3.50 2.74 -3.76
C 2.44 2.66 -1.17
C 4.30 -3.51 -1.11
C -4.95 2.68 -2.21
C 4.77 -0.77 -1.50
C 2.57 1.48 -1.91
C 2.81 3.88 -1.73
C 3.34 3.92 -3.02
C -2.78 -2.41 -2.50
C -3.23 -2.76 -1.22
C 5.84 -1.67 -1.50
C 0.66 -0.84 -2.04
C -2.97 -3.32 -3.57
C 1.28 0.77 -7.21
C 3.22 -2.61 -1.13
C 0.58 -0.56 -6.97
C -0.75 1.72 -8.50
C -3.89 -3.97 -1.02
C -0.22 -0.61 -5.65
C -1.90 1.49 -7.49
C -5.47 1.40 -2.43
C -0.84 0.69 -5.23
H 2.68 4.79 -1.16
H 1.49 -0.90 0.93
H 0.86 -1.63 -2.77
H -6.55 1.24 -2.46
H 3.24 0.59 -3.78
H -2.67 2.25 -7.69
H 1.36 -1.34 -6.87
H -0.97 2.67 -9.00
H -2.40 0.52 -7.66
H -3.16 3.88 -2.04
H -2.59 -3.04 -4.56
H 0.76 0.71 0.64
H 6.85 -1.31 -1.64
H -5.01 -0.69 -2.79
H -4.64 -5.79 -1.91
H -2.12 2.40 -5.50
H -0.82 0.23 -0.90
H -3.04 -2.06 -0.40
H 1.32 2.58 -8.40
H -0.96 -1.44 -5.64
H 2.04 2.62 -0.15
H 2.38 0.68 -7.22
H 3.62 4.88 -3.46
H 4.11 -4.56 -0.95
H -1.64 1.99 -2.41
H -0.81 0.94 -9.28
H 4.96 0.30 -1.63
H 0.50 -0.91 -4.86
H -4.26 -4.22 -0.02
H -1.17 0.66 -4.17
H -0.06 -0.88 -7.81
H -3.78 -5.23 -4.18
H 6.44 -3.74 -1.30
H 2.20 -2.97 -0.99
H 3.94 2.77 -4.76
H 2.52 0.56 1.03
H -5.62 3.52 -2.03